No. 1
DFT (the ωB97M-V functional and the def2-TZVPD basis) results for C5H8N as an isolated structure.

XYZ file:
```
14
Properties=species:S:1:pos:R:3
C -1.8555 -0.5706 -0.1643
C -0.8616 -1.2644 0.4346
C -0.9075 0.4642 -0.7154
C 0.1958 -0.3916 -0.0381
C 1.6974 -0.5646 -0.1006
N -0.5833 1.3798 0.3172
H -2.8733 -0.7514 -0.2522
H -0.7701 -2.1208 1.1162
H -0.9779 0.6249 -1.7658
H 2.0667 -1.1475 0.7831
H 2.1538 0.4678 -0.3431
H 2.0160 -1.2183 -0.9697
H 0.0281 2.1353 0.1634
H -1.3489 1.5649 0.8789
```

Calculated values
gap between HOMO and LUMO	9.263	eV
DFT total energy	-6794.299	eV
E_HOMO	-14.684	eV
total charge	+1


No. 2
DFT (the ωB97M-V functional and the def2-TZVPD basis) results for one molecule with the formula C2H3FO2S.

XYZ file:
```
9
Properties=species:S:1:pos:R:3
C 0.9656 0.2996 -0.0354
C 0.2484 -1.0167 0.1222
O 0.8466 -2.0303 0.4628
O -1.0797 -0.8938 -0.1915
S -2.1983 0.5036 -0.6427
F -2.2549 1.4114 0.7114
H 1.0698 0.5342 -1.2242
H 1.9272 0.1591 0.3796
H 0.4754 1.0329 0.4178
```

Calculated values
gap between HOMO and LUMO	9.298	eV
DFT total energy	-19767.964	eV
E_HOMO	-10.171	eV
SMILES string	CC(=O)OSF